# 1
Computed, not measured: a 2-piece molecular cluster, C4H12O overall in a non-equilibrium geometry, with ωB97M-V/def2-TZVPD.

energy above the lowest of the compared OMol25 structures with the same formula, charge and spin = 162.51 kJ/mol
total charge = 0
highest occupied orbital energy = -10.18 eV
HOMO-LUMO gap = 11.20 eV
2S+1 = 1

Last column: Mulliken charge in e.
CARTESIAN COORDINATES (ANGSTROEM)
O: -0.56448 0.01949 1.22361  -0.5246
C: 0.86265 1.03605 -1.59794  -0.6913
C: -0.58633 -1.38304 1.54952  -0.0563
C: 1.79655 1.87112 -0.75734  -0.8451
C: -1.84220 -1.84031 0.82978  -0.9749
H: 0.36200 -1.88512 1.23644  0.1854
H: -1.88270 -1.74558 -0.33218  0.2606
H: -2.07441 -2.94095 0.85095  0.3186
H: 1.38563 0.40723 -2.33212  0.2843
H: 1.24558 2.48339 -0.02337  0.2557
H: -0.62071 -1.27318 2.63655  0.2274
H: 0.46791 1.73403 -2.33884  0.2548
H: -0.81436 0.28547 0.33525  0.2721
H: 0.19593 0.34520 -1.11896  0.1119
H: 2.27647 2.82911 -1.10929  0.3539
H: 2.54527 1.35870 -0.17228  0.2748
H: -2.75280 -1.30162 1.12020  0.2929

# 2
Computed, not measured: a 2-piece molecular cluster, C4H12O overall in a non-equilibrium geometry, with ωB97M-V/def2-TZVPD.

energy above the lowest of the compared OMol25 structures with the same formula, charge and spin = 22.34 kJ/mol
total charge = 0
highest occupied orbital energy = -10.62 eV
HOMO-LUMO gap = 11.39 eV
2S+1 = 1

Last column: Mulliken charge in e.
CARTESIAN COORDINATES (ANGSTROEM)
O: 1.09482 2.56234 0.22390  -0.6281
C: 0.19108 -0.81264 -1.92571  -1.3063
C: -0.57945 -0.47285 1.84890  -1.2245
C: 0.34470 -0.60072 0.60790  -0.3335
C: -0.59442 -0.54757 -0.63985  -0.3664
H: -1.28510 -1.29463 1.82283  0.3640
H: 0.63641 2.83975 1.02941  0.3171
H: 0.66132 3.10855 -0.47019  0.3126
H: 0.49984 -1.83863 -2.09462  0.3475
H: -1.20618 0.41064 1.71833  0.3081
H: -0.44417 -0.49516 -2.76361  0.3447
H: -1.34613 -1.32394 -0.52799  0.3108
H: 0.81522 -1.58402 0.61875  0.3397
H: 0.02604 -0.40519 2.75057  0.3303
H: -0.96806 0.47272 -0.69578  0.2786
H: 1.09550 -0.22816 -2.10071  0.3277
H: 1.05858 0.20951 0.59789  0.2776

# 3
Computed, not measured: a 2-piece molecular cluster, C4H12O overall, with ωB97M-V/def2-TZVPD.

energy above the lowest of the compared OMol25 structures with the same formula, charge and spin = 32.76 kJ/mol
total charge = 0
highest occupied orbital energy = -10.71 eV
HOMO-LUMO gap = 11.54 eV
2S+1 = 1

Last column: Mulliken charge in e.
CARTESIAN COORDINATES (ANGSTROEM)
O: 2.39057 3.21843 -0.14770  -0.6133
C: 1.40486 -0.55314 0.25039  -1.0967
C: -2.46906 -1.05753 -0.02916  -1.1553
C: -1.00154 -1.32495 -0.34063  -0.3710
C: -0.06362 -0.17066 0.03780  -0.4874
H: -0.86107 -1.48853 -1.39109  0.2715
H: 2.12073 -0.14950 -0.47096  0.2456
H: 1.80775 -0.11836 1.16574  0.2661
H: 3.19078 3.71615 -0.36492  0.3063
H: 1.48536 -1.63661 0.33197  0.3654
H: 1.93544 3.82676 0.45691  0.3131
H: -0.19901 0.63284 -0.68863  0.3514
H: -0.43836 0.29605 0.94147  0.3132
H: -0.68102 -2.28004 0.10208  0.3529
H: -3.09161 -1.25343 -0.88444  0.3062
H: -2.64623 -0.01583 0.23376  0.3397
H: -2.88399 -1.64163 0.79740  0.2922

# 4
Computed, not measured: a 2-piece molecular cluster, C4H12O overall, with ωB97M-V/def2-TZVPD.

energy above the lowest of the compared OMol25 structures with the same formula, charge and spin = 14.18 kJ/mol
total charge = 0
highest occupied orbital energy = -11.49 eV
HOMO-LUMO gap = 12.44 eV
2S+1 = 1

Last column: Mulliken charge in e.
CARTESIAN COORDINATES (ANGSTROEM)
O: -1.70392 2.38364 1.04250  -0.6546
C: 0.43676 -1.90457 -1.09913  -1.3588
C: 0.11246 -0.61689 -0.32113  0.7879
C: 0.45400 -0.68217 1.17067  -1.2907
C: 0.94491 0.53959 -0.92378  -1.3929
H: -2.22888 1.57264 0.95572  0.3255
H: -0.91479 2.10380 0.55496  0.2926
H: 0.80120 -1.63114 -2.08106  0.3259
H: 1.97390 0.39654 -0.61503  0.3615
H: 1.49088 -0.44385 1.29396  0.3463
H: 0.67662 1.52508 -0.53847  0.3460
H: -0.39210 -2.60728 -1.15581  0.3478
H: -0.95365 -0.39320 -0.43507  0.2063
H: 0.24026 -1.60399 1.71448  0.3721
H: 1.24412 -2.45302 -0.60846  0.3274
H: 0.89561 0.54494 -2.01018  0.3109
H: -0.07241 0.08961 1.74386  0.3470

# 5
Computed, not measured: a 2-piece molecular cluster, C4H12O overall in a non-equilibrium geometry, with ωB97M-V/def2-TZVPD.

energy above the lowest of the compared OMol25 structures with the same formula, charge and spin = 258.41 kJ/mol
total charge = 0
highest occupied orbital energy = -10.14 eV
HOMO-LUMO gap = 10.96 eV
2S+1 = 1

Last column: Mulliken charge in e.
CARTESIAN COORDINATES (ANGSTROEM)
O: -0.48590 -0.13593 2.30502  -0.4911
C: 0.02182 -1.43784 -2.34069  -0.5986
C: -0.20988 1.61492 0.39501  -0.5666
C: -0.78824 1.08317 1.63284  -0.1864
C: 1.38146 -1.08425 -1.62658  -1.2533
H: 0.56414 2.47390 0.33944  0.3012
H: -0.83024 -1.37569 -1.52724  0.1810
H: 2.13533 -1.50506 -2.10519  0.5195
H: -0.90237 1.99423 -0.31139  0.3663
H: 1.67499 -0.14804 -1.82777  0.3811
H: 0.25658 0.84365 -0.29620  -0.1458
H: 0.02179 -0.71866 -3.16633  0.2220
H: -0.01666 -2.44988 -2.88345  0.2943
H: -1.89709 1.40775 1.64139  0.2363
H: -0.36707 1.83646 2.34110  0.2026
H: 1.23643 -1.41456 -0.65115  0.2303
H: -0.41957 -0.91267 1.64319  0.3073

# 6
Computed, not measured: a 2-piece molecular cluster, C4H12O overall, with ωB97M-V/def2-TZVPD.

energy above the lowest of the compared OMol25 structures with the same formula, charge and spin = 58.64 kJ/mol
total charge = 0
highest occupied orbital energy = -10.28 eV
HOMO-LUMO gap = 11.17 eV
2S+1 = 1

Last column: Mulliken charge in e.
CARTESIAN COORDINATES (ANGSTROEM)
O: -2.45273 -2.31894 -1.12904  -0.5384
C: -2.47942 -0.50724 0.44867  -1.0185
C: -1.95665 -0.99441 -0.89981  0.0428
C: 2.39772 1.22087 1.14978  -0.8790
C: 2.50376 1.08328 -0.36452  -0.5975
H: 2.66854 0.29288 1.65113  0.2760
H: -3.37666 -1.07506 0.67556  0.3306
H: -1.75384 -2.87724 -1.47193  0.3040
H: 1.65358 0.57176 -0.80439  0.1166
H: 2.48830 2.06938 -0.85294  0.2530
H: 1.46145 1.55083 1.58601  0.2977
H: -2.38484 -0.38090 -1.69700  0.2161
H: -2.72637 0.54771 0.44007  0.2960
H: -0.86709 -0.99301 -0.91473  0.0930
H: 3.16107 1.93195 1.48631  0.2848
H: 3.45159 0.56900 -0.57491  0.2496
H: -1.78841 -0.69087 1.27174  0.2732